A cluster of 11 separate species, C33H66O11 in total in a non-equilibrium geometry, computed with ωB97M-V/def2-TZVPD.

The geometry in ORCA input format:
```
! RIJCOSX wB97M-V def2-TZVPD def2/J DEFGRID3
* xyz 0 1
C -7.71535 -2.87650 11.90316
C -8.93405 -2.01505 11.87537
O -8.86413 -0.82669 11.74921
C -10.21098 -2.75986 12.10863
H -7.64111 -3.52833 12.78520
H -6.85741 -2.24390 11.80242
H -7.73514 -3.48893 11.00636
H -11.08528 -2.16045 11.87527
H -10.34551 -3.26929 13.05452
H -10.26855 -3.59061 11.38023
C -15.89881 -3.94309 16.93634
C -14.92663 -3.27543 15.97076
O -13.93113 -3.79403 15.51921
C -15.47641 -1.94906 15.43561
H -15.78941 -3.40991 17.94300
H -15.50394 -4.97195 17.00501
H -16.93536 -3.96426 16.60073
H -15.88406 -1.22558 16.14856
H -16.35867 -2.08066 14.80513
H -14.77661 -1.42131 14.79302
C -11.43004 -0.72574 15.24390
C -11.63295 -0.66218 16.70916
O -12.06221 0.31635 17.26866
C -11.16391 -1.92365 17.34815
H -12.06071 -1.54099 14.81955
H -10.43238 -1.15383 15.00806
H -11.59293 0.21680 14.74336
H -11.63360 -1.96493 18.35163
H -10.06644 -1.87645 17.41789
H -11.41062 -2.84909 16.85051
C -10.00303 -7.47807 15.73714
C -10.37678 -6.27761 14.96195
O -9.59317 -5.70923 14.21557
C -11.79850 -5.82081 15.03852
H -10.53123 -7.40324 16.68807
H -8.92799 -7.56594 15.83208
H -10.32516 -8.38300 15.23057
H -11.96056 -5.10332 14.23264
H -12.09238 -5.41396 16.01028
H -12.45212 -6.67246 14.81268
C -14.51686 2.59892 16.18603
C -16.01910 2.56926 16.57799
O -16.56481 1.50318 16.52279
C -16.67694 3.78417 17.15759
H -14.02643 1.73887 16.70980
H -14.04023 3.50163 16.52569
H -14.39509 2.47410 15.14148
H -16.41199 3.86216 18.23230
H -17.76728 3.80779 17.07580
H -16.37483 4.68391 16.66875
C -7.76835 1.08741 15.10221
C -7.00550 -0.16018 15.09853
O -7.11696 -0.91521 16.05794
C -6.12655 -0.51826 13.93442
H -8.13873 1.32766 16.07741
H -8.59185 1.01551 14.39557
H -7.16199 1.85358 14.64351
H -6.62781 -0.26796 13.00096
H -5.91944 -1.58905 14.03069
H -5.19996 0.05005 14.00889
C -7.50597 1.48758 20.52759
C -7.77054 1.14343 19.12206
O -7.15911 1.81193 18.28058
C -8.71371 -0.00295 18.72541
H -8.33200 1.33997 21.17418
H -7.14295 2.53377 20.53207
H -6.81018 0.72098 20.79528
H -9.70357 0.35150 19.02372
H -8.61550 -0.92570 19.30707
H -8.70655 -0.14792 17.67410
C -7.28766 -5.56104 19.13770
C -7.89796 -4.41774 18.29290
O -8.69267 -3.67597 18.81862
C -7.34822 -4.35859 16.83630
H -6.22794 -5.70110 18.96001
H -7.90243 -6.43359 18.94466
H -7.50043 -5.29308 20.16437
H -6.24650 -4.15505 16.89666
H -7.84019 -3.56459 16.35872
H -7.60353 -5.26596 16.28375
C -10.89624 3.95183 19.24130
C -11.47082 3.16244 20.40130
O -10.81805 2.27118 20.89810
C -12.87040 3.49369 20.82149
H -9.88965 4.35834 19.50976
H -11.52147 4.81266 18.98713
H -10.81149 3.29798 18.34639
H -12.96280 4.53546 21.11157
H -13.16695 2.87984 21.68020
H -13.55154 3.36600 19.98871
C -15.72771 0.16172 21.07194
C -15.46090 -0.85733 20.05180
O -15.82827 -1.98149 20.24306
C -14.88656 -0.36887 18.73756
H -14.99408 0.97952 21.01226
H -15.69206 -0.22435 22.05101
H -16.72808 0.58195 20.83178
H -14.35819 -1.19598 18.21727
H -14.16292 0.37656 18.87040
H -15.71792 -0.04527 18.15422
C -11.11553 -1.55396 21.45008
C -12.02905 -2.68296 21.69416
O -12.47459 -2.85412 22.79656
C -12.38488 -3.69583 20.61455
H -11.03473 -0.89611 22.34996
H -11.51553 -1.00261 20.60290
H -10.16034 -1.86208 21.07911
H -11.49183 -3.93791 20.06089
H -13.06305 -3.27867 19.82248
H -12.87984 -4.58746 21.01772
*
```

The HOMO-LUMO gap is 9.512 eV. Its energy relative to the best compared isomer or geometry (same formula, charge and spin) is 25.20 kcal/mol. Its LUMO energy is 0.45 eV. As for the SMILES: CC(C)=O.CC(C)=O.CC(C)=O.CC(C)=O.CC(C)=O.CC(C)=O.CC(C)=O.CC(C)=O.CC(C)=O.CC(C)=O.CC(C)=O. The HOMO energy comes out at -9.058 eV. The calculation puts the calculated total energy at -57812.466 eV.